This record from the Open Molecules 2025 dataset describes a 11-piece molecular cluster, C6H36NO10 overall at a distorted geometry. The level of theory is the ωB97M-V functional and the def2-TZVPD basis.

Summary:
ΔE to the lowest compared entry with this formula, charge and spin ... 203.3 kJ/mol
Frontier orbital gap ... 11.3 eV
Spin multiplicity ... 1
Charge ... +1
M ... 282.35 g mol⁻¹

Element x y z (Å)
C  0.380  1.551  -2.849
C  -0.465  1.049  -1.559
C  0.522  0.177  -0.712
C  -0.103  0.030  0.705
C  0.947  -1.125  -1.312
C  2.354  -1.622  -0.773
N  -1.723  0.327  -1.987
H  0.132  2.617  -3.060
H  0.086  0.995  -3.712
H  1.489  1.314  -2.848
H  -0.721  1.947  -0.910
H  1.390  0.839  -0.570
H  0.138  -1.024  0.931
H  -1.117  0.142  0.631
H  0.503  0.535  1.427
H  1.072  -0.990  -2.356
H  0.311  -1.937  -1.254
H  2.418  -1.343  0.258
H  3.108  -0.888  -1.152
H  2.552  -2.671  -0.861
H  -1.611  -0.670  -1.717
H  -1.817  0.628  -2.965
H  -2.384  0.614  -1.312
H  -3.655  -1.119  2.480
H  -2.337  -0.564  2.573
O  -3.202  -0.167  2.624
H  4.373  -0.016  2.899
H  3.655  1.273  1.958
O  3.691  0.569  2.599
H  -0.816  -1.557  4.030
H  0.050  -1.242  2.692
O  -0.611  -1.745  3.169
H  -3.270  -2.827  1.497
H  -1.822  -3.090  2.192
O  -2.396  -3.088  1.333
H  0.074  4.760  0.184
H  0.982  3.696  -0.333
O  0.215  4.242  -0.557
H  -2.773  2.115  0.632
H  -2.878  0.696  1.185
O  -2.791  1.214  0.381
H  4.144  2.093  -0.406
H  5.072  1.498  0.527
O  4.497  2.272  0.392
H  1.122  0.596  4.350
H  1.830  0.528  3.087
O  1.024  0.185  3.503
H  -2.328  -0.834  -4.634
H  -1.292  -1.860  -4.482
O  -2.002  -1.452  -4.083
H  -2.247  -2.601  -1.193
H  -1.990  -2.103  0.179
O  -1.780  -1.968  -0.820

This record from the Open Molecules 2025 dataset describes a 14-piece molecular cluster, C6H36O13 overall. The level of theory is the ωB97M-V functional and the def2-TZVPD basis.

Summary:
ΔE to the lowest compared entry with this formula, charge and spin ... 2.0 kJ/mol
Frontier orbital gap ... 9.4 eV
Spin multiplicity ... 1
M ... 316.34 g mol⁻¹

Element x y z (Å)
C  2.260  -0.948  0.933
C  2.167  -0.774  2.245
C  2.225  0.732  -0.861
C  1.549  -0.094  -0.061
C  0.064  -0.315  -0.116
C  1.603  1.591  -1.920
H  2.883  -1.711  0.485
H  1.551  -0.009  2.697
H  2.715  -1.338  2.983
H  3.307  0.799  -0.776
H  -0.191  -1.305  -0.488
H  -0.401  0.362  -0.828
H  -0.381  -0.184  0.866
H  1.272  0.990  -2.787
H  2.302  2.316  -2.314
H  0.743  2.177  -1.565
H  2.972  3.199  1.596
H  3.358  1.672  1.536
O  3.470  2.484  2.042
H  -0.746  -4.437  -1.389
H  -0.604  -3.398  -0.246
O  -0.665  -3.483  -1.243
H  -3.418  -0.634  -0.307
H  -2.973  -0.371  1.156
O  -3.458  0.060  0.415
H  -1.884  1.164  -2.091
H  -2.200  1.103  -3.662
O  -1.833  0.620  -2.908
H  -1.022  -2.374  1.784
H  0.426  -2.746  1.598
O  -0.458  -3.081  1.386
H  -1.491  -0.399  2.884
H  -2.578  -1.476  3.184
O  -2.020  -1.131  2.481
H  -0.875  2.274  0.548
H  0.553  1.789  0.939
O  -0.129  2.439  1.191
H  -2.749  2.831  -0.606
H  -2.636  1.283  -0.129
O  -2.160  2.067  -0.589
H  -0.344  -0.926  -3.230
H  -0.191  -2.374  -2.667
O  0.191  -1.727  -3.293
H  -2.447  -2.211  -1.609
H  -2.683  -0.832  -2.292
O  -3.102  -1.506  -1.715
H  2.104  -2.344  -2.131
H  1.151  -3.192  -1.339
O  2.102  -2.981  -1.399
H  -0.951  1.567  4.203
H  -0.518  1.610  2.729
O  -0.724  0.992  3.468
H  1.967  4.231  -0.298
H  1.050  3.706  0.854
O  1.846  4.245  0.658

This record from the Open Molecules 2025 dataset describes a 12-piece molecular cluster, C6H37NO12 overall at a distorted geometry. The level of theory is the ωB97M-V functional and the def2-TZVPD basis.

Summary:
ΔE to the lowest compared entry with this formula, charge and spin ... 329.7 kJ/mol
Frontier orbital gap ... 9.2 eV
Spin multiplicity ... 1
M ... 315.36 g mol⁻¹

Element x y z (Å)
C  0.911  -1.518  -2.728
C  1.726  -0.250  -2.559
C  2.967  -0.653  -1.837
C  2.947  -1.359  -0.470
C  2.413  -0.476  0.649
N  1.222  -0.972  1.310
C  1.022  -0.633  2.707
O  0.775  0.687  3.123
H  1.308  -2.084  -3.593
H  -0.231  -1.389  -2.942
H  0.880  -2.138  -1.782
H  1.740  0.324  -3.565
H  1.160  0.276  -1.749
H  3.439  0.305  -1.514
H  3.723  -1.201  -2.363
H  2.551  -2.404  -0.505
H  3.971  -1.618  -0.281
H  2.397  0.583  0.410
H  3.283  -0.420  1.407
H  0.368  -0.909  0.781
H  1.907  -0.840  3.309
H  0.099  -1.210  2.975
H  0.750  1.418  2.498
O  -2.634  -0.678  1.722
H  -1.800  -1.115  1.797
H  -3.201  -1.286  2.213
O  -2.734  -1.809  -0.742
H  -3.297  -2.583  -0.690
H  -2.876  -1.398  0.141
O  0.035  2.709  -2.433
H  -0.297  3.536  -2.046
H  -0.662  2.064  -2.264
O  -1.826  -2.921  2.584
H  -0.992  -3.133  2.155
H  -2.026  -3.530  3.269
O  0.958  2.631  1.329
H  1.027  3.292  2.022
H  0.658  3.043  0.500
O  -2.166  1.897  2.730
H  -1.870  1.014  2.384
H  -1.411  2.112  3.266
O  -4.320  2.149  -0.031
H  -3.821  2.022  0.762
H  -3.834  1.824  -0.791
O  2.700  3.488  -2.192
H  1.968  2.892  -2.100
H  3.429  2.996  -2.546
O  -1.501  3.058  -0.172
H  -1.289  2.315  0.378
H  -2.311  3.403  0.242
O  -2.383  0.451  -1.902
H  -2.703  -0.512  -1.866
H  -1.636  0.305  -2.527
O  -0.024  -3.845  0.891
H  -0.016  -3.309  0.098
H  -0.476  -4.602  0.534

This record from the Open Molecules 2025 dataset describes a 12-piece molecular cluster, C6H38N2O11 overall at a distorted geometry. The level of theory is the ωB97M-V functional and the def2-TZVPD basis.

Summary:
ΔE to the lowest compared entry with this formula, charge and spin ... 311.3 kJ/mol
Frontier orbital gap ... 8.6 eV
Spin multiplicity ... 1
M ... 314.37 g mol⁻¹

Element x y z (Å)
C  -0.817  -0.520  3.282
N  0.321  -0.191  2.402
C  0.057  -0.096  0.927
C  -0.125  -1.495  0.313
N  -1.361  -2.147  0.686
C  1.303  0.745  0.389
C  0.996  1.029  -1.046
C  2.644  0.066  0.736
H  -0.497  -0.276  4.300
H  -1.350  -1.480  3.404
H  -1.635  0.183  3.052
H  1.032  -0.902  2.556
H  -0.903  0.439  0.949
H  -0.033  -1.566  -0.783
H  0.757  -2.129  0.510
H  -1.521  -2.120  1.680
H  -2.170  -1.672  0.321
H  1.175  1.524  1.160
H  1.165  0.200  -1.702
H  -0.030  1.388  -1.090
H  1.588  1.880  -1.373
H  2.647  -0.902  0.231
H  2.826  0.169  1.807
H  3.594  0.489  0.348
O  -0.712  -2.801  -3.107
H  -0.654  -2.195  -3.853
H  -0.366  -3.664  -3.407
O  -2.752  -1.004  -2.010
H  -2.245  -1.780  -1.760
H  -2.297  -0.397  -2.614
O  -2.821  0.596  0.169
H  -2.830  -0.020  -0.628
H  -3.733  0.948  0.231
O  3.065  -2.830  -0.666
H  3.399  -3.647  -1.029
H  2.315  -3.110  -0.121
O  2.066  -2.302  -3.479
H  2.789  -2.593  -2.919
H  1.399  -2.026  -2.824
O  -0.775  4.240  -0.936
H  -0.907  3.854  -0.044
H  0.162  4.245  -1.169
O  1.950  2.523  3.359
H  2.204  1.818  3.963
H  1.199  2.091  2.928
O  -2.959  3.245  -2.205
H  -2.456  4.061  -2.224
H  -3.638  3.247  -1.525
O  2.761  -2.231  3.053
H  2.704  -3.110  2.690
H  3.624  -1.989  2.718
O  -1.713  2.960  1.292
H  -1.098  2.666  1.947
H  -1.911  2.262  0.642
O  -1.508  1.134  -3.305
H  -1.602  1.714  -2.524
H  -2.324  1.478  -3.702